Entry 1:
C30H26CuFNO4S | ωB97M-V with the def2-TZVPD basis set

Summary:
Electronic energy: -99403.40947 eV
2S+1: 2

```
64
Properties=species:S:1:pos:R:3:mulliken_charge:R:1
C -0.23919 -1.54932 -0.68928 2.410
H -2.41791 4.78951 0.29113 0.356
H 4.60861 4.89989 -0.74840 0.344
H -3.59385 3.74476 -0.56658 0.389
H 1.05426 -6.26307 -4.34022 0.428
C 1.17439 -4.20521 -3.75507 -0.246
S -1.50382 2.66886 -0.30525 0.827
H 0.55542 2.75952 8.14137 0.371
C -1.90420 0.56000 7.39186 -0.407
H 2.33002 -2.12102 -2.79833 0.561
C 0.04210 3.57830 -0.33854 -0.041
O -0.68388 -0.84840 0.25805 -1.017
H -0.28876 -3.50477 -5.19947 0.366
C -1.10034 1.39341 8.15764 -0.462
H -1.25940 -5.41151 -4.51864 0.344
H -0.10540 4.21312 1.71054 0.470
C 1.37925 -2.27604 -2.30244 -0.331
Cu 0.33354 0.60631 1.01746 -0.319
C 2.02940 4.19649 -1.50428 -0.642
H 0.45589 2.97431 -2.34185 0.501
C 1.70595 4.89123 0.76685 -0.682
O 1.54436 0.75291 -0.37774 -0.513
F -4.32871 -4.07220 -0.51392 -0.356
C -0.64586 1.13422 5.41268 0.850
H 4.09804 5.96736 0.56364 0.356
H -1.27328 1.48873 9.22232 0.371
C 0.79317 -3.60288 -5.10277 -1.350
C 1.93376 -0.18248 -1.17791 0.196
C -0.17498 0.86983 2.81688 -0.589
C -2.56573 4.10294 -0.54180 -1.034
H 2.06180 5.40367 1.65269 0.305
H -2.71039 0.00839 7.85915 0.372
C -0.86089 -5.64553 -3.52777 -1.103
C -2.33788 -2.84045 -0.59181 -1.074
H -2.28919 4.56317 -1.48953 0.316
C -0.07227 2.10393 7.55088 -0.426
N 0.67074 -3.35062 -2.65995 0.121
H 3.80205 6.42131 -1.11580 0.318
H 2.64671 4.15757 -2.39451 0.362
O -1.58289 1.86537 -1.55581 -0.690
O 2.97493 -0.16628 -1.80932 -0.742
H -2.69366 -2.14302 0.15339 0.589
C -3.09613 -3.88901 -1.01824 0.060
H -1.22154 -6.64372 -3.27767 0.470
C 0.81100 3.53955 -1.48923 -0.376
H 2.26007 -4.20893 -3.66212 0.496
H 1.16316 -4.22858 -5.91580 0.381
C 3.82471 5.58227 -0.41794 -1.469
C 0.66164 -5.62228 -3.55107 -1.074
H -3.26620 -5.63266 -2.24741 0.526
H 0.95257 2.52808 5.70943 0.432
C -1.06074 -2.66998 -1.14179 0.529
C -0.58949 -3.56263 -2.11057 -0.407
C 2.49109 4.88223 -0.38155 0.976
C -2.63241 -4.80188 -1.96143 -0.690
C 0.99421 -1.35795 -1.36531 -0.455
C -0.39008 0.99095 4.00530 0.365
H -2.30850 -0.21658 5.43051 0.425
C -1.68126 0.43027 6.02962 -0.483
H 1.04103 -5.99791 -2.59732 0.366
C 0.48423 4.23306 0.79980 -0.507
C -1.38242 -4.65525 -2.51723 0.967
C 0.15420 1.97756 6.18949 -0.428
H 1.22896 -2.60890 -5.20900 0.398
```


Entry 2:
C30H26GeHfIN3O4S | ωB97M-V with the def2-TZVPD basis set

Summary:
Electronic energy: -120943.57182 eV
Charge: +2

```
67
Properties=species:S:1:pos:R:3:mulliken_charge:R:1
C 6.85706 0.15735 1.76131 -0.601
C 4.67362 1.06780 1.26472 -0.146
C 1.61854 -3.02734 2.33414 -0.470
N 3.70054 0.47235 -0.96944 -0.252
H 3.83507 -0.57846 -4.04222 0.255
C -5.82268 -0.28787 0.86269 -0.740
H 5.73164 1.41059 3.08850 0.455
H -4.36177 -2.39026 -1.88729 0.492
H 2.56133 0.32042 -3.30854 0.147
C 1.71551 -2.69725 0.84702 0.129
C -2.45780 5.41896 -0.60946 -0.460
C -1.21185 -1.15994 -2.03274 0.033
C -4.42339 -2.14459 1.53647 -0.589
H -3.21646 2.21150 -1.38468 0.431
H -1.00134 0.97914 2.24484 -0.111
C -2.95180 4.33551 -1.33166 -0.884
H -2.91758 -0.74581 -0.77494 0.155
C -3.44980 0.01500 1.12220 0.465
C -4.70641 0.53870 0.80375 -0.090
H -6.54976 -2.26459 1.25878 0.432
H -4.32369 -3.18541 1.81909 0.451
C 1.66425 -1.67020 3.05428 -0.430
C 5.74719 0.91301 2.12796 -0.945
H -1.16021 3.80680 2.06710 0.377
O 0.84098 0.03703 -1.86420 -0.635
C -3.30888 -1.32638 1.49608 -0.350
H -1.45989 6.08483 1.17368 0.431
H 3.85524 1.71646 1.55088 0.532
H 2.56397 -1.52492 3.65702 0.312
O 1.62329 0.57943 1.94259 -0.548
H -2.56691 6.42055 -1.00765 0.432
C -3.34087 -2.25153 -2.22307 -0.895
C -2.84328 -2.99600 -3.28987 -0.493
H 2.43433 -3.69247 2.60894 0.345
H 0.30165 -1.75881 -3.44583 0.452
C -0.72051 -1.89462 -3.11917 -0.544
S 5.68976 -0.84053 -1.98523 -0.243
H 7.68760 0.05457 2.44682 0.421
C -1.66723 3.95064 1.11953 -0.456
C -5.67763 -1.62207 1.22041 -0.554
O -0.48747 0.24233 -0.16433 -0.022
Ge -2.00078 1.17210 1.13509 0.546
H -6.80288 0.11108 0.63252 0.458
C 5.84444 -0.28072 -0.33884 0.478
N 1.83304 -1.26789 0.71642 0.407
Hf 1.69258 0.72675 -0.13417 -0.413
H -1.16826 -3.39046 -4.58049 0.441
C -1.82951 5.23304 0.61594 -0.662
H 0.69227 -3.57168 2.50662 0.307
H 0.81486 -1.45891 3.70250 0.300
C -2.16441 2.86277 0.39548 0.359
O 1.66523 -3.43376 -0.08333 -0.552
C 6.92558 -0.43621 0.51157 -0.505
C -0.30584 -0.26807 -1.35988 1.508
H 7.80420 -0.99065 0.20551 0.437
H -2.33628 -1.73268 1.74946 0.360
C 4.12758 -0.12115 -2.08500 0.673
I 1.51283 3.38639 -0.59693 -0.267
H -3.44696 4.49576 -2.28076 0.434
H -4.82223 1.58008 0.52731 0.428
N 3.42667 -0.18423 -3.21162 -0.286
C -2.81726 3.05220 -0.82731 0.280
C 4.71750 0.43312 0.03172 0.054
C -1.53935 -2.81386 -3.74359 -0.779
H -3.48053 -3.72728 -3.77466 0.423
C 1.70982 -0.71549 1.90982 0.816
C -2.52665 -1.33419 -1.59186 0.465
```


Entry 3:
C30H26N5O6SSm | ωB97M-V with the def2-TZVPD basis set

Summary:
2S+1: 6
ΔE to the lowest compared entry with this formula, charge and spin: 30.4 kcal per mole

```
69
Properties=species:S:1:pos:R:3:mulliken_charge:R:1
O 1.50143 -0.09894 -0.46315 -0.711
H 0.46426 -2.57260 -2.13117 0.288
H -0.45985 3.74809 -8.74280 0.276
C 0.57288 -0.32584 -7.23040 -0.435
H 4.77057 2.00652 3.09617 0.378
C -0.04602 -0.30253 -6.01927 -0.015
H -2.00762 2.43954 -6.48242 0.304
H -3.21556 2.74102 -0.72910 0.432
N -0.34268 2.11785 0.91348 -0.240
C 1.80081 -1.18353 -2.93929 -0.930
N 1.57837 -1.66032 -4.30885 -0.259
C -1.33949 -1.25192 3.74467 0.604
H 2.17928 -2.93087 -1.68348 0.288
H 2.02895 -2.54987 -4.50740 0.317
C 0.30284 0.67965 -8.18295 -0.824
C 3.19527 -0.68423 4.62461 0.760
O 0.63135 -2.00649 0.41258 -0.758
C 3.38625 0.36213 3.62533 0.360
O -1.48833 -0.36267 2.82640 -0.778
H 4.22864 -2.08624 5.96148 0.337
N -0.19167 -1.57172 4.36579 -0.530
H -1.22088 1.27388 -0.82148 0.508
O -0.88469 -1.38136 -3.82081 -0.609
C -0.30255 3.14040 1.79746 -0.380
C -2.42985 2.86056 0.02452 -0.625
C 4.27528 -1.14824 5.39806 -0.839
C -0.82717 0.80709 -5.66156 -0.015
H 1.19771 -1.17006 -7.44483 0.407
C 1.95339 -1.35032 4.80736 -0.494
C -2.48561 -1.87730 4.36795 0.476
C -2.47308 3.85915 1.02285 0.923
H 6.28924 -0.78719 5.95644 0.344
C 5.47411 -0.45222 5.31238 -0.492
C -4.55730 -3.27851 5.55971 -0.231
C -1.41890 3.98931 1.91361 -0.452
H -1.14931 0.95481 -4.65175 0.519
H -0.49643 2.36420 -9.87504 0.376
C -0.53763 1.72415 -7.90184 0.980
H 0.86305 0.66882 -9.17191 0.201
H 1.23393 -0.22261 -2.85121 0.253
H -1.49489 -2.08576 6.34244 0.389
H 0.63397 3.30421 2.33207 0.514
C -4.75958 -2.68198 4.33767 -0.545
H 1.78293 -2.07657 5.61045 0.357
C -2.33702 -2.36089 5.72953 -0.390
C 1.40636 -2.10516 -1.80626 -0.235
C 4.57607 1.12008 3.69444 -0.597
O 2.45776 0.58259 2.67824 -0.493
O -0.04985 -2.91823 -5.67997 -0.734
C -3.72513 -1.86296 3.74427 -0.325
H 6.58729 1.25538 4.53144 0.275
C -1.22398 1.67353 -6.65408 -0.871
H -3.23753 -3.49234 7.33526 0.300
H -5.68605 -2.84021 3.76328 0.332
C -3.54365 4.76546 1.07956 -0.147
Sm 0.60921 -0.04674 1.73180 1.406
C -3.35985 -3.07439 6.29908 -0.544
H -1.94614 2.83577 -9.05092 0.349
H -1.36650 4.82201 2.65568 0.385
H -4.02419 -1.23161 2.87669 0.327
H 2.86199 -0.90595 -2.85365 0.490
C -1.34448 2.02324 -0.03485 -0.288
N 0.95999 -1.12502 3.90154 -0.031
N -4.43754 5.51102 1.20405 -0.437
C 1.19136 -1.36133 -0.52824 0.811
S 0.05795 -1.68082 -4.89344 1.328
C 5.61560 0.66935 4.51396 -0.317
C -0.86038 2.73861 -8.93176 -1.297
H -5.39672 -3.93283 5.96158 0.271
```


Entry 4:
C30H26N5O7S4Sc | ωB97M-V with the def2-TZVPD basis set

Summary:
2S+1: 2
Charge: -1
ΔE to the lowest compared entry with this formula, charge and spin: 53.8 kcal per mole

```
73
Properties=species:S:1:pos:R:3:mulliken_charge:R:1
H 1.00053 -0.46017 -5.10542 0.561
C -5.98403 -0.34597 0.45991 -0.135
C -0.58055 3.17577 1.86660 0.036
C 2.29343 3.20077 -1.02410 -0.126
C -6.23071 -1.52136 -0.27594 -0.636
O 1.07153 1.21009 -3.57569 -0.730
H -1.45093 5.11065 0.24114 0.387
S -3.56530 2.35400 -0.57609 -0.354
S -2.48353 -1.21212 2.18691 -0.448
H -3.48269 -3.07666 0.52028 0.340
H 5.43699 -2.81440 4.04768 0.353
O -2.03722 -3.43065 -0.92864 -0.768
C 4.33948 -1.72252 2.58038 -0.312
C 4.57208 -4.12504 2.58495 -0.496
C -0.02985 -1.12127 -3.37424 -0.314
H -6.66299 0.49241 0.37429 0.392
H 2.65616 -3.08574 -0.02244 0.434
C 0.39800 -1.25372 -4.68738 -0.592
C 0.81033 5.45890 -1.18237 -1.116
S -1.47792 -2.11877 -1.15347 1.424
H -1.76563 -4.01382 -3.13055 0.550
C 3.28399 -3.03066 0.85948 -0.489
H 3.55884 -5.13994 0.98767 0.352
O -2.43388 -1.00436 -1.06216 -0.413
C 4.83659 -2.88321 3.14800 -0.600
C -0.00740 2.05081 2.53286 0.279
C 2.88558 4.34005 -1.54131 -0.920
N -1.32597 3.03094 0.63409 0.310
O -0.68543 0.93133 -1.90388 -0.521
H 2.54212 6.41077 -2.01355 0.386
O 1.46035 -0.03641 -1.49830 -0.970
H 0.40666 -2.44041 -6.46851 0.386
H 3.33006 0.25119 1.22188 0.146
H 0.55173 -1.19783 2.21507 0.682
H -7.09519 -1.62019 -0.91462 0.383
H 0.18090 6.33934 -1.21800 0.445
C -1.15138 4.18232 -0.24237 -1.475
C 0.29695 4.26614 -0.67854 0.943
O -0.34281 -1.77235 -0.27937 -0.189
C -2.27336 2.06277 0.41386 0.184
C 1.16647 -0.05243 3.89654 -0.948
C 0.60361 2.27192 3.78624 -0.885
H -1.79438 4.02442 -1.10823 0.641
C 0.05765 -2.36368 -5.44680 -0.602
H 2.61154 -0.64633 -0.04620 0.181
N 3.02638 -0.63915 0.87227 -0.128
C -5.31590 -2.52407 -0.20105 -0.302
C 3.78871 -4.18141 1.43786 -0.619
C -1.16092 -3.24214 -3.58458 -0.664
H 0.58642 3.28132 4.17117 0.509
C -3.93093 -1.28664 1.31013 0.399
C 2.12037 5.49438 -1.61869 -0.322
H -0.99662 -4.23373 -5.47564 0.393
H 4.54148 -0.75969 3.03639 0.342
C -4.87104 -0.23493 1.24123 -0.709
C 0.57755 -0.21934 2.68294 -0.564
H 2.84144 2.26659 -0.96573 0.312
N -0.00568 0.78373 1.97376 1.018
H 3.91344 4.31574 -1.87721 0.414
S 0.53100 0.37871 -2.53746 1.922
N 1.03357 3.16088 -0.59891 0.394
H -5.37797 -3.44303 -0.76476 0.431
C 3.55756 -1.77408 1.41847 0.650
O -0.41682 4.33270 2.27123 -0.763
C 1.19092 1.25122 4.47240 -0.618
N -4.23395 -2.39705 0.59420 0.003
C -0.72427 -3.36187 -4.89513 -0.633
Sc -0.95295 0.32217 0.14490 0.469
H 1.65587 1.42546 5.43382 0.387
H -4.61568 0.67822 1.75362 0.494
H 1.61246 -0.90444 4.39102 0.508
C -0.82518 -2.13441 -2.81990 -0.442
H 4.96033 -5.02970 3.03401 0.361
```